w) {"formula": "C2H8N2S", "method": "ωB97M-V/def2-TZVPD", "species": ["S", "H", "C", "N", "C", "N", "H", "H", "H", "H", "H", "H", "H"], "positions_angstrom": [[1.069, -2.294, 0.998], [1.870, -2.537, 2.037], [-1.237, 0.153, -1.613], [-0.414, -0.011, -0.433], [0.054, 0.963, 0.296], [0.858, 0.773, 1.313], [-2.286, 0.233, -1.315], [-1.159, -0.713, -2.254], [-0.957, 1.055, -2.153], [-0.144, -0.947, -0.087], [-0.141, 1.984, -0.022], [1.193, -0.221, 1.471], [1.295, 1.562, 1.761]], "charge": 0, "multiplicity": 1, "homo_energy_ev": -7.1, "e_lumo_ev": 0.3}

x) {"formula": "C2H8N2S", "method": "ωB97M-V/def2-TZVPD", "species": ["C", "S", "H", "H", "H", "N", "C", "N", "H", "H", "H", "H", "H"], "positions_angstrom": [[0.860, 0.778, -2.142], [1.310, -0.616, -1.020], [-0.042, 0.547, -2.697], [1.756, 1.072, -2.671], [0.484, 1.590, -1.500], [0.216, 0.390, 1.523], [-0.763, -0.451, 1.646], [-1.306, -1.134, 0.636], [0.973, 0.227, 0.594], [0.704, 0.700, 2.349], [-1.334, -0.384, 2.573], [-2.193, -1.499, 0.920], [-0.665, -1.221, -0.211]], "charge": 0, "multiplicity": 1, "homo_energy_ev": -7.4, "e_lumo_ev": 0.4}

Most stable: w) (next structure +0.0155 hartree)

w) {"formula": "C2H3F2N", "method": "ωB97M-V/def2-TZVPD", "species": ["F", "C", "C", "N", "H", "H", "F", "H"], "positions_angstrom": [[0.825, -0.066, -0.818], [-0.420, -0.650, -0.621], [-1.500, 0.071, -0.008], [-0.942, -0.708, 0.800], [-0.578, -1.373, -1.391], [-2.363, 0.608, -0.091], [2.313, 0.752, 1.359], [2.665, 1.366, 0.770]], "smiles": "F[C@@H]1C=N1.F", "charge": 0, "multiplicity": 1, "homo_energy_ev": -10.3, "e_lumo_ev": 1.0}

x) {"formula": "C2H3F2N", "method": "ωB97M-V/def2-TZVPD", "species": ["C", "C", "N", "F", "F", "H", "H", "H"], "positions_angstrom": [[-0.076, 0.089, 0.305], [0.256, 0.572, -0.819], [0.868, 1.205, 0.316], [-2.272, 1.136, 0.698], [2.345, 1.148, 0.265], [-1.320, 0.770, 0.304], [-0.444, -0.948, 0.613], [0.298, 0.659, -1.841]], "charge": 0, "multiplicity": 1, "homo_energy_ev": -10.5, "e_lumo_ev": -0.5}

Most stable: w) (next structure +0.1553 hartree)

w) {"formula": "CHNO2S", "method": "ωB97M-V/def2-TZVPD", "species": ["O", "N", "O", "C", "S", "H"], "positions_angstrom": [[-1.509, 1.737, -0.086], [-1.745, 0.563, -0.005], [-2.946, 0.015, 0.103], [-0.669, -0.384, -0.002], [-0.945, -1.964, -0.014], [0.310, 0.081, 0.001]], "smiles": "O=[N+]([O-])C=S", "charge": 0, "multiplicity": 1, "homo_energy_ev": -10.1, "e_lumo_ev": -2.4}

x) {"formula": "CHNO2S", "method": "ωB97M-V/def2-TZVPD", "species": ["C", "N", "O", "O", "S", "H"], "positions_angstrom": [[-1.604, -0.357, -0.018], [-0.615, -0.645, -0.644], [-2.601, -0.053, 0.488], [2.113, 1.316, 0.513], [1.342, 0.484, -0.453], [1.365, -0.745, 0.113]], "charge": 0, "multiplicity": 1, "homo_energy_ev": -10.3, "e_lumo_ev": -2.9}

Most stable: x) (next structure +0.0505 hartree)